Entry from OMol25: a 2-piece molecular cluster, C4H12 overall at a distorted geometry (ωB97M-V with the def2-TZVPD basis set).

Bonds (Å) are listed after each position.
Geometry (Å):
1 C 1.19 1.19 -0.34  C2 1.483, H11 1.059, H14 1.094, H15 1.072
2 C 2.19 0.11 -0.57  C1 1.483, H6 1.133, H12 1.056, H16 1.129
3 C -2.27 -0.77 -0.08  C4 1.520, H5 1.089, H10 1.228, H13 1.156
4 C -1.20 -0.47 0.96  C3 1.520, H7 1.151, H8 1.041, H9 0.993
5 H -2.14 -0.45 -1.11  C3 1.089
6 H 2.89 -0.07 0.29  C2 1.133
7 H -0.30 -1.19 0.94  C4 1.151
8 H -1.53 -0.44 1.95  C4 1.041
9 H -0.85 0.45 0.90  C4 0.993
10 H -2.45 -1.98 -0.03  C3 1.228
11 H 1.84 2.02 -0.24  C1 1.059
12 H 1.85 -0.85 -0.86  C2 1.056
13 H -3.35 -0.59 0.29  C3 1.156
14 H 0.65 1.38 -1.27  C1 1.094
15 H 0.59 1.19 0.55  C1 1.072
16 H 2.89 0.45 -1.39  C2 1.129

Calculated values
charge	0
LUMO energy	1.18	eV
SMILES	CC.CC
relative energy (zero: lowest compared OMol25 entry of this formula, charge and spin)	1.458	eV